(1)
ORCA calculation (ωB97M-V/def2-TZVPD) on a structure of composition C22H35BeClO2P2 at a distorted geometry.

The geometry in XYZ format:
```
63
Properties=species:S:1:pos:R:3:forces:R:3
P 3.3979 -0.2074 0.2477 -1.9 2.1 -1.6
P -3.8078 -1.3976 0.3524 0.8 -0.6 0.2
C 1.8243 -0.2371 -0.5860 -0.5 -1.0 -1.8
C -2.5214 -0.1773 0.1767 -0.1 2.6 -0.7
H 1.1811 -1.1727 -0.2452 1.2 1.3 -1.2
H 2.0798 -0.2782 -1.7272 -0.3 -0.5 1.8
H -2.2680 0.4657 1.0737 -0.7 -0.9 -0.7
H -2.8093 0.5204 -0.6543 -0.3 -0.3 0.5
C -3.6780 -2.1438 -1.3912 0.5 0.4 0.8
H -3.6138 -3.2380 -1.2923 -0.1 0.4 -0.3
H -2.6716 -1.7440 -1.6902 -1.0 -0.5 -0.2
H -4.5278 -1.8426 -2.0273 0.5 -0.1 0.0
C -5.3728 -0.4262 0.2196 -0.3 -0.2 0.1
H -5.4526 -0.0451 -0.8017 -0.2 0.2 0.1
H -5.3371 0.4021 0.9505 -0.1 -0.4 -0.4
H -6.2244 -1.0927 0.4558 0.2 0.4 -0.2
C 4.7866 -0.0735 -0.9027 -0.7 -0.2 -0.5
H 5.6265 -0.4444 -0.3753 1.1 -0.4 0.3
H 5.0121 0.9340 -1.2267 -0.2 0.2 -0.1
H 4.5823 -0.7286 -1.7640 0.1 0.3 0.3
C 3.3268 1.2812 1.2504 1.0 0.2 1.1
H 2.3443 1.2931 1.7397 0.2 0.0 -0.1
H 3.5050 2.2175 0.7153 -0.2 -0.3 -0.3
H 4.1135 1.2448 2.0167 -0.2 0.0 0.1
Be -0.0516 0.9758 -0.5628 1.3 -3.2 1.7
C -1.3029 2.4657 -1.2751 -1.7 -0.7 -1.3
C -1.1083 1.4964 -2.2560 -0.9 1.8 0.4
C -0.5457 1.9126 -3.5873 -0.4 -1.1 -0.2
C 0.8010 2.6656 -3.5192 1.2 0.2 -0.4
C 1.5820 2.3423 -2.2511 0.4 1.4 0.3
C 1.1705 2.8491 -1.0566 1.2 1.6 -0.4
C 0.3770 4.1776 -1.0927 0.6 -0.1 0.6
C -1.0368 3.9512 -1.5763 -0.9 0.2 -0.1
C 3.8896 -1.4934 1.3371 -0.3 -0.7 1.8
H -1.8312 2.2108 -0.3226 0.2 0.0 -0.7
H -1.5259 0.4909 -2.2070 0.2 0.0 0.6
H -1.3212 2.4926 -4.1161 0.4 0.1 0.2
H -0.4479 0.9964 -4.1844 0.2 0.2 0.1
H 1.4353 2.4224 -4.3782 -0.2 -0.4 0.1
H 0.6195 3.7260 -3.7105 0.0 0.1 0.7
H 2.5656 1.8558 -2.3512 -1.1 -0.6 0.2
H 1.6190 2.5787 -0.0783 0.0 0.2 -1.0
H 0.9454 4.9733 -1.6020 -0.2 -0.5 -0.4
H 0.3100 4.5974 -0.1012 0.0 -0.3 0.7
H -1.7553 4.6436 -1.0875 0.4 -0.8 0.4
H -1.2130 4.2875 -2.6173 0.4 -1.0 0.2
H 3.3754 -1.3491 2.3149 0.2 -0.1 -0.6
H 4.9681 -1.5756 1.5451 -0.4 0.3 -0.3
H 3.5149 -2.4176 0.9343 0.0 -0.6 -0.1
Cl -1.6220 -5.6120 5.5697 0.2 0.3 0.0
C -1.0217 -4.4113 4.4396 -0.3 0.2 -0.1
C -0.6554 -4.8388 3.1689 0.0 -0.7 -0.1
C -0.3083 -3.8876 2.2233 -0.2 0.4 0.2
C -0.3902 -2.5066 2.4903 0.1 0.9 0.2
C -0.6352 -2.1200 3.8144 -0.1 -0.7 -0.4
C -0.9857 -3.0583 4.7877 0.0 -0.5 0.0
C -0.2203 -1.5209 1.2729 0.9 0.3 -1.8
O -0.0403 -2.1976 0.2186 -0.3 0.9 1.0
O -0.1725 -0.1973 1.2549 0.5 -2.1 1.6
H -0.6753 -5.9268 2.8872 0.1 1.3 0.5
H 0.0170 -4.2440 1.2665 -0.1 0.2 -0.4
H -0.5447 -1.0945 4.0917 -0.3 0.7 0.0
H -1.2744 -2.7702 5.8021 0.2 0.0 -0.4
```
Positions in Å, forces in eV/Å.

## Properties
LUMO level (alpha / beta) (eV): -1.229 / -1.320
Gap between HOMO and LUMO (alpha / beta) (eV): 4.04 / 3.78
Total energy (Ha): -2167.10944
Net charge: 0
Relative energy (zero: lowest compared OMol25 entry of this formula, charge and spin) (kcal/mol): 151.5


(2)
ORCA calculation (ωB97M-V/def2-TZVPD) on a structure of composition C25H30Cl3NO3Pd at a distorted geometry.

The geometry in XYZ format:
```
63
Properties=species:S:1:pos:R:3:forces:R:3
C -1.2233 1.1150 -3.2747 1.2 -1.7 -0.9
C -1.3555 -0.2927 -3.6205 0.5 2.4 0.3
C -0.0461 -0.8597 -3.6928 0.9 1.0 0.6
C -2.6108 -1.0062 -3.8318 -0.6 -0.7 0.4
C 0.9014 0.1058 -3.2436 -1.5 0.3 -0.6
C 0.2139 1.3618 -3.0608 -0.6 -1.2 -1.3
C 0.8580 2.6807 -2.9398 0.1 0.4 0.2
C -2.2855 2.1237 -3.4443 -0.4 0.3 0.0
C 0.2590 -2.2337 -4.1432 0.1 -0.3 0.0
C 2.3388 -0.1231 -3.0102 0.6 -0.1 0.1
Pd -0.7859 0.6843 -1.1833 0.0 -1.5 0.6
Cl -2.8448 -3.3103 -1.3178 0.5 -0.1 0.1
Cl -3.0737 0.6069 -0.5337 -1.0 -0.1 0.0
Cl -0.2769 -1.7089 -0.8803 -0.5 -1.1 0.0
H -3.4742 -0.3500 -3.6931 0.1 -0.1 -0.1
H -2.6978 -1.8213 -3.0748 0.0 0.5 -0.5
H -2.6353 -1.4877 -4.8162 -0.1 0.1 -0.1
H -0.3596 -2.9686 -3.6173 0.0 0.1 0.0
H 1.3110 -2.4696 -3.9626 -0.1 0.0 0.0
H 0.0743 -2.3288 -5.2219 0.0 -0.1 0.1
H 2.5035 -1.0904 -2.5170 0.0 0.2 -0.1
H 2.7450 0.6395 -2.3388 0.0 -0.2 -0.1
H 2.9097 -0.1108 -3.9508 0.0 0.0 0.1
H 1.7966 2.5746 -2.3902 0.0 0.2 0.0
H 0.1849 3.3318 -2.3762 0.3 0.1 0.0
H 1.0796 3.1166 -3.9216 0.0 -0.1 -0.1
H -3.2025 1.7452 -2.9847 0.0 0.2 0.0
H -2.4730 2.3156 -4.5058 0.0 0.1 -0.1
H -2.0035 3.0472 -2.9402 -0.1 0.0 0.0
O -0.9420 2.6827 -0.8084 0.1 1.7 0.9
H -1.0003 2.7102 0.1691 0.0 -0.1 -0.9
C 0.5356 -4.0375 2.7769 0.1 -0.2 -0.1
C -0.3447 -2.8377 2.5749 -0.3 0.2 0.0
C -1.5458 -3.0015 1.8932 -0.1 -0.1 0.0
C -2.4118 -1.9330 1.7027 0.1 0.0 0.2
C -2.0734 -0.6884 2.1972 0.0 0.1 0.2
C -0.8509 -0.4883 2.8428 -0.1 -0.7 -0.2
N -0.5900 0.7973 3.3324 0.2 1.1 0.8
C 0.5786 1.5652 3.3232 0.1 0.1 -0.5
C 0.7230 2.5644 4.3056 0.4 -0.2 0.0
C 1.9357 3.2376 4.4680 -0.2 0.0 -0.4
C 3.0159 2.9932 3.6087 -0.1 -0.2 0.2
C 2.8334 2.1083 2.5482 -0.3 -0.1 0.3
C 1.6149 1.4500 2.3536 0.0 0.0 0.4
C 1.3658 0.8150 0.9958 -1.5 -0.2 0.0
O 2.3153 0.5292 0.2579 -0.4 0.1 0.1
O 0.0885 0.7362 0.7770 2.3 0.2 0.0
C 0.0293 -1.5691 3.0520 -0.6 0.3 -0.1
C 1.3227 -1.3772 3.7771 0.4 -0.2 0.2
H 1.4516 -3.9766 2.1777 0.0 0.1 0.1
H 0.8248 -4.1663 3.8256 0.0 0.0 -0.1
H 0.0012 -4.9370 2.4580 0.1 0.1 0.1
H -1.8071 -3.9563 1.4328 0.2 0.2 0.2
H -3.3057 -2.0832 1.1072 0.1 0.2 0.1
H -2.7157 0.1698 2.0081 0.2 -0.2 0.0
H -1.4112 1.3156 3.6270 0.3 -0.3 -0.2
H -0.1331 2.7680 4.9531 0.3 -0.1 0.0
H 2.0302 3.9733 5.2614 0.0 0.0 0.0
H 3.9856 3.4754 3.7536 -0.3 0.0 0.0
H 3.6241 1.8947 1.8284 -0.3 0.2 0.1
H 2.1594 -1.2661 3.0727 -0.1 0.1 0.1
H 1.3187 -0.5053 4.4374 0.0 -0.1 -0.2
H 1.5502 -2.2497 4.3968 0.0 0.0 0.0
```
Positions in Å, forces in eV/Å.

## Properties
Spin multiplicity: 5
LUMO level (alpha / beta) (eV): 4.859 / 3.239
Gap between HOMO and LUMO (alpha / beta) (eV): 5.78 / 5.22
Total energy (Ha): -2759.55967
Net charge: -2
Expectation value of S²: 6.03


(3)
ORCA calculation (ωB97M-V/def2-TZVPD) on an isolated molecule of C26H27N3O4.

The geometry in XYZ format:
```
60
Properties=species:S:1:pos:R:3:forces:R:3
C -3.6565 -5.5002 -5.1482 -0.2 0.0 -0.2
O -2.6670 -5.2427 -4.1814 0.3 0.2 0.2
C -2.2726 -3.9551 -3.9839 0.1 0.2 0.1
C -2.7686 -2.8524 -4.6656 -0.2 -0.4 -0.2
C -2.2677 -1.5967 -4.3696 0.3 0.0 0.3
C -1.2949 -1.3973 -3.4026 -0.1 -0.3 0.1
C -0.7808 -0.0488 -3.1162 0.3 0.6 -0.1
C -0.4491 0.8395 -4.2758 0.1 0.1 0.0
N -0.6801 0.2587 -1.8848 -0.3 -0.7 0.4
N -0.1540 1.4506 -1.4540 -0.6 0.4 -0.2
C 1.0407 1.9877 -1.7797 0.3 0.4 0.1
O 1.7921 1.5951 -2.6527 0.1 -0.1 0.0
C 1.4257 3.1353 -0.8292 -0.2 -0.1 -0.1
N 1.8672 2.5817 0.4370 0.3 0.1 -0.2
C 0.9790 2.2032 1.3810 0.5 0.0 0.0
O -0.2146 2.4114 1.2587 -0.3 0.0 0.1
C 1.5932 1.5453 2.6125 -0.2 0.0 0.0
C 1.5557 2.5667 3.7241 0.2 0.1 0.0
C 0.3350 3.0504 4.1808 0.0 0.0 0.0
C 0.2933 3.9977 5.1867 -0.1 0.0 0.0
C 1.4683 4.4706 5.7482 0.1 0.1 0.1
C 2.6862 3.9949 5.2952 0.1 0.1 0.1
C 2.7298 3.0496 4.2847 -0.1 -0.1 -0.1
C 0.8400 0.2705 2.9419 0.0 -0.1 0.0
C 0.3632 -0.5396 1.9181 0.0 0.0 0.1
C -0.3223 -1.7054 2.2090 0.0 0.0 -0.1
C -0.5216 -2.0885 3.5238 0.0 -0.1 0.1
C -0.0276 -1.2988 4.5474 0.0 -0.1 0.1
C 0.6467 -0.1255 4.2587 0.1 0.0 0.0
C -0.8028 -2.5192 -2.7008 -0.1 0.0 -0.2
O 0.1596 -2.2898 -1.7776 -0.1 0.0 -0.2
C 0.7352 -3.3859 -1.1108 0.1 -0.2 0.1
C -1.2891 -3.7787 -3.0101 0.0 -0.2 0.1
H -4.5979 -4.9983 -4.9031 0.0 0.0 0.0
H -3.3309 -5.1947 -6.1477 0.0 0.0 0.0
H -3.8094 -6.5782 -5.1337 0.0 0.1 0.0
H -3.5336 -2.9516 -5.4181 -0.1 0.0 -0.1
H -2.6717 -0.7437 -4.8939 0.0 0.1 -0.1
H -0.9025 1.8211 -4.1305 0.0 0.1 0.0
H -0.7824 0.4117 -5.2157 -0.1 0.0 0.0
H 0.6311 0.9884 -4.3148 -0.1 0.0 -0.1
H -0.5650 1.7376 -0.5647 0.2 0.0 -0.2
H 0.5656 3.7810 -0.6371 0.1 0.0 0.0
H 2.2389 3.7093 -1.2733 -0.1 -0.1 0.0
H 2.8282 2.2864 0.4963 -0.1 0.0 0.1
H 2.6378 1.2843 2.4013 -0.1 0.1 0.0
H -0.5763 2.6834 3.7343 -0.1 0.0 0.0
H -0.6593 4.3685 5.5350 -0.1 0.0 0.0
H 1.4349 5.2085 6.5361 0.0 0.1 0.1
H 3.6062 4.3598 5.7282 0.1 0.0 0.0
H 3.6853 2.6806 3.9373 0.1 -0.1 0.0
H 0.5131 -0.2661 0.8839 0.0 0.1 -0.2
H -0.7051 -2.3087 1.4003 -0.1 -0.1 -0.1
H -1.0580 -2.9982 3.7506 0.0 -0.1 0.0
H -0.1709 -1.5927 5.5770 0.0 0.0 0.1
H 1.0235 0.4877 5.0644 0.0 0.0 0.1
H -0.0082 -3.9450 -0.5334 0.0 0.0 0.0
H 1.2349 -4.0656 -1.8090 0.0 0.0 0.0
H 1.4717 -2.9614 -0.4301 0.0 -0.1 0.0
H -0.9334 -4.6648 -2.5112 0.1 -0.1 0.1
```
Positions in Å, forces in eV/Å.

## Properties
SMILES: COc1ccc(/C(C)=N/NC(=O)CNC(=O)C(c2ccccc2)c2ccccc2)c(OC)c1
LUMO level (eV): 0.666
Gap between HOMO and LUMO (eV): 8.69
Total energy (Ha): -1472.17984
Net charge: 0
Relative energy (zero: lowest compared OMol25 entry of this formula, charge and spin) (kcal/mol): 44.4


Q: What is the total energy in the second record?
A: -2759.55967 Ha


Q: Among the records above, which one has the highest total energy?
A: C26H27N3O4


Q: Which value of net charge does entry 2 give?
A: -2


Q: Which value of net charge does entry 2 give?
A: -2